[1]
Computed, not measured: a structure of composition C20H58O9 at a distorted geometry, with wB97M-V/def2-TZVPD.

Values from the calculation:
Orbital gap   0.3243 Ha
2S+1   1
Molar mass   442.67 g/mol
Energy above the lowest of the compared OMol25 structures with the same formula, charge and spin   383.3 kcal/mol
DFT total energy   -40090.645 eV
HOMO energy   -0.3200 Ha
Strongest force on any atom   7.77 eV/Å

Each line ends with the Löwdin charge.
Cartesian coordinates (Å):
1 O -0.0127 -1.3125 -0.7227  -0.12
2 O 0.4202 -0.4541 -2.4308  -0.05
3 O 0.7277 -1.7703 4.7122  -0.05
4 O -3.1002 3.6320 0.1966  -0.11
5 O 1.3967 2.9055 1.4449  -0.11
6 O -0.6453 -3.3605 0.2194  -0.09
7 O -0.3486 1.0499 -3.3800  -0.12
8 O 3.1239 -0.2099 -1.1238  -0.13
9 O -0.3465 1.1981 1.6998  -0.20
10 C 1.8740 2.4147 0.1904  -0.20
11 C 0.8877 1.4085 -0.3827  -0.11
12 C 0.7396 -1.3533 -3.5130  -0.34
13 C 0.1360 -4.8227 1.7061  -0.05
14 C -1.1205 -0.4988 -0.4085  -0.24
15 C 2.7518 -0.8738 0.0340  -0.17
16 C -0.0052 -1.6229 3.5473  -0.34
17 C 0.5021 -3.5931 0.9227  -0.48
18 C -1.4244 -1.2589 3.9276  -0.07
19 C -2.6177 1.7300 -3.5511  -0.06
20 C -2.1835 2.7185 -0.4197  -0.32
21 C 1.4448 -0.4969 -4.4652  -0.05
22 C -1.6884 0.6167 -3.0394  -0.26
23 C 1.6223 -2.4467 -2.9707  0.00
24 C -1.6460 3.1870 2.1358  -0.03
25 C 0.3911 2.4984 3.5689  -0.06
26 C -1.5254 -0.8661 1.0483  -0.05
27 C -1.1545 3.5710 -1.0277  -0.09
28 C 1.8147 -3.7799 -0.0105  -0.03
29 C -0.7978 2.0301 2.7405  -0.40
30 H -0.4884 4.1142 -0.3574  0.08
31 H 1.0576 -5.1865 2.1605  0.07
32 H -1.9842 -0.6182 -1.0627  0.12
33 H -3.9256 3.2014 0.4308  0.10
34 H 2.8830 -0.3050 0.9545  0.10
35 H 0.0318 2.5133 4.5979  0.08
36 H -0.2337 -5.6920 1.1623  0.09
37 H 0.4856 1.5464 1.3712  0.02
38 H 1.6766 3.8237 1.4455  0.12
39 H 0.7975 0.5879 0.3290  0.08
40 H 1.6986 -1.0576 -5.3648  0.11
41 H -0.8368 -0.3697 1.7320  0.02
42 H -1.7924 2.0316 0.3309  0.08
43 H -2.5429 2.7021 1.7505  0.07
44 H -2.0438 -0.3228 -3.4628  0.12
45 H -0.3748 3.0211 -1.5547  0.07
46 H 3.5288 -1.6326 -0.0587  0.10
47 H 0.2767 -1.0542 -1.6008  -0.22
48 H 4.0307 0.0512 -0.9472  0.11
49 H -1.5380 -0.2704 4.3726  0.07
50 H 1.1316 -2.8714 -2.0949  0.07
51 H -1.6739 0.4275 -1.9661  0.04
52 H 0.7623 3.5117 3.4153  0.07
53 H 1.7312 -1.2566 0.0349  0.06
54 H 0.5823 -2.7160 1.5648  0.09
55 H 2.5565 -1.9516 -2.7057  0.09
56 H 1.2796 0.8314 -1.2202  0.09
57 H 0.3299 -0.7435 2.9973  0.10
58 H 2.0089 -2.8963 -0.6184  -0.01
59 H 1.5577 -4.5699 -0.7161  0.08
60 H 2.6816 -4.0295 0.6014  0.08
61 H 2.3514 0.0337 -4.1740  0.12
62 H 2.1255 3.1966 -0.5262  0.13
63 H 0.8058 0.3203 -4.7998  0.10
64 H 1.2639 1.8493 3.4976  0.09
65 H -2.0816 -1.2502 3.0580  0.05
66 H -0.6407 -2.4517 -0.0897  -0.02
67 H 1.6757 -1.7037 4.5767  0.09
68 H 0.2260 0.2809 -3.3717  -0.11
69 H -1.4727 1.4369 3.3575  0.12
70 H -2.6263 1.6951 -4.6405  0.08
71 H -1.6748 4.2843 -1.6669  0.10
72 H -0.4878 -4.6695 2.5868  0.08
73 H -1.8440 -2.0180 4.5877  0.08
74 H -2.3670 2.6618 -3.0443  0.05
75 H 1.2607 -0.4838 -1.9679  0.11
76 H -0.0982 -1.7189 -4.1067  0.18
77 H -0.0391 -2.5203 2.9296  0.07
78 H -1.4516 -1.9463 1.1739  0.08
79 H -1.9438 3.8573 2.9422  0.10
80 H 1.9914 -3.2464 -3.6129  0.11
81 H -2.6901 2.2055 -1.2372  0.10
82 H -3.6113 1.6302 -3.1141  0.07
83 H 2.8173 1.8793 0.2983  0.10
84 H 0.0028 1.8758 -0.8147  0.05
85 H -0.7408 0.5104 -0.5677  0.05
86 H -1.1308 3.6397 1.2886  0.06
87 H -2.4899 -0.4081 1.2675  0.10

---

[2]
Computed, not measured: a cluster of 3 separate species, C5H15NO2 in total at a distorted geometry, with wB97M-V/def2-TZVPD.

Values from the calculation:
Orbital gap   0.3883 Ha
2S+1   1
Molar mass   121.18 g/mol
Energy above the lowest of the compared OMol25 structures with the same formula, charge and spin   17.8 kcal/mol
DFT total energy   -11013.173 eV
HOMO energy   -0.3545 Ha
SMILES   C=CCCCN.O.O
Strongest force on any atom   1.59 eV/Å

Each line ends with the natural charge from an NBO analysis.
Cartesian coordinates (Å):
1 O 1.5250 2.1235 0.2225  -0.99
2 O 2.1123 -0.2029 -1.2783  -0.97
3 N 1.1156 -0.8270 1.3558  -0.88
4 C -1.3566 0.6985 -1.0065  -0.16
5 C -1.5103 -0.2838 -1.8932  -0.44
6 C -1.4075 -0.8172 1.0924  -0.41
7 C -1.4822 0.5911 0.4856  -0.46
8 C -0.0892 -1.5460 0.8924  -0.22
9 H 1.2538 -1.0017 2.3400  0.36
10 H -1.7220 -1.3018 -1.5946  0.19
11 H 1.0044 0.1831 1.2691  0.38
12 H 2.2260 2.7283 0.3462  0.47
13 H -2.4133 1.0750 0.7941  0.23
14 H -0.1044 -2.5011 1.4162  0.20
15 H -1.5869 -0.7283 2.1677  0.21
16 H 1.2369 -0.2709 -1.6418  0.48
17 H -2.2116 -1.4459 0.6970  0.21
18 H 1.8453 1.4751 -0.4378  0.50
19 H -1.1788 1.7019 -1.3803  0.21
20 H 0.0720 -1.7864 -0.1524  0.18
21 H -0.7079 1.2124 0.9455  0.23
22 H -1.4490 -0.0859 -2.9556  0.21
23 H 2.0566 -0.6706 -0.4262  0.50

---

[3]
Computed, not measured: a structure of composition CH4Cl2N2 at a distorted geometry, with wB97M-V/def2-TZVPD.

Values from the calculation:
Orbital gap   0.3252 Ha
2S+1   1
Molar mass   114.96 g/mol
Energy above the lowest of the compared OMol25 structures with the same formula, charge and spin   41.6 kcal/mol
DFT total energy   -29123.022 eV
HOMO energy   -0.3167 Ha
Strongest force on any atom   6.21 eV/Å

Each line ends with the natural charge from an NBO analysis.
Cartesian coordinates (Å):
1 Cl -2.3458 -0.4156 -0.6474  0.08
2 Cl 0.8113 0.3157 -2.1585  0.10
3 N -1.3114 0.1848 0.6104  -0.71
4 N 1.1209 0.1164 -0.4199  -0.58
5 C 0.4123 -0.5382 0.5325  -0.03
6 H 0.2293 -1.5701 0.3514  0.21
7 H -0.9579 1.1362 0.5280  0.33
8 H 1.3172 1.0738 -0.2691  0.38
9 H 0.7240 -0.3029 1.4727  0.21

---

[4]
Computed, not measured: an isolated molecule of C6H9NS at a distorted geometry, with wB97M-V/def2-TZVPD.

Values from the calculation:
Orbital gap   0.2898 Ha
2S+1   1
Molar mass   127.21 g/mol
Energy above the lowest of the compared OMol25 structures with the same formula, charge and spin   30.7 kcal/mol
DFT total energy   -18691.880 eV
HOMO energy   -0.3002 Ha
SMILES   C=C/C(C)=C\C(N)=S
Strongest force on any atom   2.88 eV/Å

Each line ends with the natural charge from an NBO analysis.
Cartesian coordinates (Å):
1 S 1.2983 -2.5669 -2.3446  -0.14
2 N 1.4057 -2.0175 0.3162  -0.77
3 C 0.5555 1.9973 1.2193  -0.36
4 C -0.5458 0.1832 -0.1786  0.01
5 C -1.8353 0.9682 -0.2781  -0.65
6 C -0.3827 -1.0146 -0.8957  -0.25
7 C 0.6032 0.9024 0.3980  -0.24
8 C 0.7941 -1.9328 -0.8916  0.08
9 H 2.2246 -2.5910 0.4489  0.41
10 H 1.3981 2.2826 1.8566  0.20
11 H -2.3070 1.0430 0.7445  0.23
12 H -1.5886 2.0028 -0.5783  0.22
13 H 0.9156 -1.7692 1.1724  0.40
14 H -2.6138 0.6306 -0.9800  0.23
15 H -1.2073 -1.2316 -1.5814  0.23
16 H -0.2919 2.5990 1.3642  0.19
17 H 1.5772 0.5145 0.2083  0.22

---

[5]
Computed, not measured: a cluster of 2 separate species, C4H13N2S in total, with wB97M-V/def2-TZVPD.

Values from the calculation:
Total charge   +1
Orbital gap   0.2758 Ha
2S+1   1
Molar mass   121.23 g/mol
Energy above the lowest of the compared OMol25 structures with the same formula, charge and spin   39.9 kcal/mol
DFT total energy   -18166.763 eV
HOMO energy   -0.4551 Ha
Strongest force on any atom   0.94 eV/Å

Each line ends with the natural charge from an NBO analysis.
Cartesian coordinates (Å):
1 S 0.8801 -2.2448 -0.9884  -0.04
2 N 1.1395 1.4597 0.5952  -0.87
3 N -1.7503 0.7815 0.6260  -0.36
4 C 1.4261 0.0082 0.4898  -0.24
5 C 1.2442 -0.4460 -0.9589  -0.53
6 C -1.9489 0.7477 1.8766  0.13
7 C -2.1343 1.8596 -0.2879  -0.43
8 H 0.7953 -0.5247 1.2033  0.17
9 H 2.4658 -0.2011 0.7462  0.21
10 H 1.4753 1.7394 1.4989  0.37
11 H -2.3903 1.6386 2.3098  0.22
12 H -1.2243 0.0241 0.1994  0.44
13 H -1.3696 1.8847 -1.0591  0.25
14 H 2.1439 -0.2086 -1.5178  0.24
15 H -2.1287 2.8112 0.2356  0.24
16 H 1.7208 1.9409 -0.0842  0.37
17 H 1.4317 -2.5020 -2.1794  0.15
18 H -3.1078 1.6398 -0.7179  0.25
19 H -1.7107 -0.1300 2.4601  0.24
20 H 0.4093 0.0921 -1.4164  0.18